Entry 1:
{"formula": "C3H4N4O", "method": "wB97M-V/def2-TZVPD", "species": ["H", "N", "N", "N", "H", "C", "C", "H", "N", "C", "H", "O"], "coordinates": [[-1.98675, 1.44318, 0.57130], [-2.19343, -1.02161, -0.11590], [-1.14793, 0.98104, -0.03154], [2.22672, -0.95898, 0.09338], [3.10183, -0.39072, 0.11340], [-1.16155, -0.37017, 0.03555], [1.21321, -0.37269, -0.10738], [-0.11408, 2.65710, 0.09553], [1.14586, 1.12932, -0.17550], [-0.04007, 1.58063, 0.10246], [-1.76550, -1.94874, 0.14842], [0.05956, -0.96197, 0.06181]], "nbo_charge": [0.43, -0.64, -0.60, -0.66, 0.38, 0.65, 0.64, 0.19, -0.53, 0.27, 0.36, -0.49], "fmax_ev_per_a": 7.88, "e_above_lowest_ev": 2.360, "homo_energy_ev": -9.88, "smiles": "[H]/N=c1/[nH]cn/c(=N\\[H])o1", "energy_ha": -410.9166}

---

Entry 2:
{"formula": "C13H24AlBBrN2O5", "method": "wB97M-V/def2-TZVPD", "species": ["N", "C", "C", "H", "B", "C", "O", "H", "H", "C", "H", "C", "C", "H", "H", "H", "H", "O", "H", "N", "H", "C", "Al", "H", "H", "O", "C", "H", "H", "C", "H", "C", "O", "H", "H", "H", "C", "C", "H", "C", "H", "Br", "H", "H", "H", "O", "H"], "coordinates": [[-2.96120, -1.90267, 0.83314], [0.91828, 3.04590, -3.13848], [-5.22552, 1.06577, 2.79192], [3.27634, 2.12864, 2.31725], [1.61286, 2.86093, 1.61401], [1.42288, -1.84229, -1.11697], [-2.05150, -2.40500, 1.45579], [4.71162, -1.29624, -1.74011], [1.46697, 4.72113, 2.16181], [-4.83381, -0.30395, 0.85476], [1.99198, 3.11669, -2.91987], [0.87648, -0.44246, 0.92257], [-3.40124, -0.50083, 2.80391], [-0.88600, 1.15494, -1.26151], [1.24876, -2.60285, 0.86547], [2.60309, -3.63573, -0.90292], [1.04836, -0.34070, 2.00101], [-3.25257, -2.16539, -0.31736], [0.77852, 3.11649, -4.22076], [4.60882, -2.29830, -1.85665], [-3.87106, 0.79685, 4.43623], [-0.03665, 1.84812, -1.31408], [1.33701, 1.32976, 0.07951], [2.67411, -1.60713, 0.62736], [-0.44738, 2.84435, -1.08459], [0.36980, 1.83541, -2.70574], [-5.56940, 0.67426, 1.50491], [3.09035, -1.67318, -3.13112], [3.57433, -3.34173, -3.37066], [3.37591, -2.58606, -2.60287], [1.54626, -3.68320, -2.29264], [-3.76673, -0.87224, 1.52401], [0.91982, 4.06112, 1.72002], [-0.20263, -0.60010, 0.78838], [-2.54576, -0.96586, 3.27026], [0.42199, 3.90489, -2.66654], [1.60530, -1.67660, 0.39061], [-4.14512, 0.48139, 3.43863], [4.54422, -2.68264, -0.92195], [2.20324, -3.02201, -1.72073], [1.75377, -0.92388, -1.60845], [3.54436, 1.24058, -0.93724], [0.35242, -1.93396, -1.32373], [-5.06436, -0.62391, -0.15012], [-5.79701, 1.83816, 3.29007], [2.58671, 2.72620, 2.61344], [-6.40660, 1.13732, 1.00000]], "nbo_charge": [0.52, -0.24, -0.19, 0.49, 0.58, -0.41, -0.36, 0.38, 0.47, -0.22, 0.17, -0.98, -0.21, 0.18, 0.17, 0.18, 0.21, -0.38, 0.16, -0.86, 0.22, -0.62, 1.19, 0.18, 0.16, -0.57, -0.21, 0.19, 0.16, -0.21, 0.19, 0.10, -0.93, 0.20, 0.26, 0.15, -0.38, -0.21, 0.34, -0.41, 0.21, -0.61, 0.20, 0.25, 0.21, -0.95, 0.22], "fmax_ev_per_a": 0.53, "total_charge": -1, "homo_energy_ev": -4.40, "energy_ha": -3836.8701}

---

Entry 3:
{"formula": "C51H47F9N2P3SSc", "method": "wB97M-V/def2-TZVPD", "species": ["H", "F", "H", "H", "C", "H", "C", "H", "C", "H", "F", "H", "H", "S", "H", "F", "F", "F", "C", "N", "H", "C", "H", "C", "P", "C", "C", "H", "C", "C", "H", "C", "C", "H", "H", "C", "H", "C", "C", "H", "C", "C", "C", "H", "H", "C", "C", "C", "H", "H", "H", "C", "C", "C", "H", "F", "H", "C", "C", "H", "C", "H", "C", "C", "F", "C", "C", "H", "H", "C", "H", "H", "H", "H", "C", "H", "C", "H", "C", "C", "P", "C", "C", "C", "C", "H", "C", "F", "H", "F", "C", "P", "H", "Sc", "N", "H", "H", "H", "C", "H", "H", "C", "H", "C", "C", "H", "H", "C", "H", "H", "C", "C", "C", "C"], "coordinates": [[3.57506, -5.25739, -1.97285], [-8.14400, 2.16895, -1.38482], [5.56253, 0.36736, -2.88956], [-2.18557, -2.85852, -4.28784], [0.00311, -2.50307, -6.46525], [2.20867, -1.84649, -1.35191], [-5.12608, -0.43625, 0.26801], [-0.13138, -3.88537, 2.99307], [0.73132, -3.38848, -3.86160], [3.14759, -5.37204, 2.06458], [-3.84830, -4.53854, -5.32485], [-1.87549, 3.92026, -4.05410], [1.81224, -6.53369, 2.32092], [0.99729, -2.25984, 0.36543], [-3.48517, 0.06124, 2.77139], [-8.03995, 2.69206, 0.72294], [-2.73937, -6.07966, -4.26472], [-2.92722, -2.30895, 6.91959], [-3.70174, -5.13012, -4.10604], [2.76877, -4.26309, -0.12316], [0.69187, -4.73155, -8.95182], [2.01444, -3.50141, -4.42994], [-2.80697, -0.23886, -1.50588], [-2.56271, -3.03375, -3.28101], [-2.32725, -0.98653, 0.25054], [-0.15838, -4.56985, 2.13969], [-2.71226, -2.71739, 4.56563], [-3.92541, -3.59822, 0.30154], [-1.34036, 0.86132, -2.64132], [-2.25186, -2.12189, -2.26767], [1.94283, -6.22771, -0.23623], [0.49348, -3.95517, -2.59936], [2.26404, 0.92128, -3.32818], [2.68366, -5.61108, -1.71504], [-0.48323, -3.87291, -2.13924], [3.63382, 1.10287, -3.43437], [-0.84169, -0.10122, -4.84489], [0.62936, -3.78581, -8.43332], [2.77418, -5.63461, -0.62417], [-4.44601, -5.20391, -1.46252], [-2.72724, -2.29627, -0.95541], [-3.21670, -1.45122, 4.25323], [-3.82683, 0.05085, 0.05768], [-2.68391, 1.81011, -0.48967], [-4.56167, 1.49432, -1.74033], [-1.99369, -2.94939, 2.24952], [2.59599, -1.01472, -1.92263], [-3.36466, -4.14821, -3.01123], [4.01195, -4.26225, -4.19950], [1.67026, 1.60586, -3.88015], [4.65564, -1.52314, -1.55261], [-1.10620, 2.04800, -3.36188], [3.03077, -4.17675, -3.75088], [1.02732, -1.40548, -8.39090], [4.01491, 1.92040, -4.03376], [-3.95970, -4.04165, 6.10741], [-4.63688, 3.26633, -0.76082], [-2.08911, 3.01947, -3.48914], [-2.52344, -1.69363, 1.91855], [3.72343, -6.10401, -0.35042], [-3.51551, -3.42277, -0.69016], [-4.09607, 3.58218, -3.01199], [-6.24020, 0.39388, 0.11330], [-3.82518, -4.34133, -1.70164], [-6.99820, 3.90439, -0.75017], [0.08303, -3.72718, -7.14556], [1.67218, -3.78797, 0.61527], [-3.68718, -0.84002, 5.02303], [2.04406, -5.14975, 3.42383], [-3.33360, 2.82287, -2.90277], [-1.69081, -4.44886, 3.76562], [-0.49469, -5.55682, 2.47173], [-1.64287, -1.25530, -2.52286], [0.06033, 0.32276, 1.83130], [-2.10140, -3.46351, 3.54869], [3.27927, -3.13365, -1.81043], [1.51648, -4.62487, -1.91928], [0.86903, -0.65622, -4.70987], [-3.67503, 1.39412, -0.31563], [1.71556, -0.13706, -2.56938], [-0.08200, -0.43868, -2.48901], [4.49721, 0.22543, -2.79095], [-0.14405, -0.75872, -4.30224], [-3.58938, 1.64804, -2.18724], [-2.84448, -3.27453, 5.96148], [-1.48005, -3.54822, 1.49856], [0.46894, -1.33622, -7.12341], [-1.79563, -4.06526, 6.32200], [0.43909, -0.34891, -6.69866], [-4.86271, -5.80693, -3.88146], [-7.29761, 2.61799, -0.41697], [-0.66374, -2.50341, -4.71439], [-0.86588, -4.20139, 1.39239], [0.00000, 0.00000, 0.00000], [1.18452, -4.68769, 1.57808], [-5.29102, -1.46942, 0.56414], [2.24537, -3.07375, -5.39334], [-0.19308, 2.25885, -3.85572], [3.98120, -0.83474, -2.03788], [3.82032, -2.43427, -0.25479], [4.65619, -3.84843, -0.92092], [-3.10894, -0.94412, 2.95427], [1.32761, -5.05505, -0.94413], [-4.78907, 2.22754, -0.47072], [2.78371, -4.73789, -2.49673], [-0.26572, -4.63704, -6.67310], [-7.23564, -0.01436, 0.28489], [-2.59383, 0.66945, -2.05376], [1.39935, -0.50032, -8.85416], [1.54471, -2.66677, -10.03660], [1.10930, -2.62651, -9.04896], [3.68203, -3.36071, -0.81863], [2.10857, -5.48266, 2.38275], [-6.08383, 1.73595, -0.25670]], "lowdin_charge": [0.12, 0.14, 0.12, -0.07, -0.34, -0.04, -0.02, 0.11, -0.28, 0.10, 0.14, 0.13, 0.11, 0.78, 0.12, 0.14, 0.13, 0.13, -0.52, -0.15, 0.11, -0.04, 0.01, -0.11, 1.01, -0.08, -0.07, 0.12, -0.35, -0.17, 0.13, -0.03, -0.07, -0.05, 0.09, -0.04, 0.09, -0.06, -0.17, 0.14, -0.30, 0.03, -0.33, 0.14, 0.10, -0.12, -0.17, -0.07, 0.13, 0.09, 0.10, -0.07, 0.01, -0.08, 0.12, 0.14, 0.15, -0.02, -0.33, 0.15, -0.04, 0.13, 0.03, 0.03, 0.13, -0.10, -0.56, 0.14, 0.11, 0.01, 0.12, 0.13, -0.05, -0.08, 0.00, 0.05, -0.11, 0.05, -0.18, -0.37, 0.91, -0.02, -0.39, -0.12, -0.52, 0.00, -0.10, 0.13, 0.08, 0.14, -0.52, 1.10, 0.03, 0.66, -0.16, 0.12, 0.11, 0.08, -0.04, 0.10, 0.14, -0.05, 0.09, -0.04, -0.22, 0.11, 0.14, -0.16, 0.11, 0.11, -0.07, -0.09, -0.02, -0.08], "fmax_ev_per_a": 10.69, "total_charge": 2, "e_above_lowest_ev": 16.510, "homo_energy_ev": -12.17, "energy_ha": -5161.5309}

---

Entry 4:
{"formula": "C2H7N3S", "method": "wB97M-V/def2-TZVPD", "species": ["H", "S", "H", "C", "H", "N", "H", "N", "H", "H", "C", "N", "H"], "coordinates": [[-3.51498, -1.33847, 0.03058], [-2.85634, -0.15636, 0.09077], [2.14680, -0.57541, 1.20540], [-0.26141, 1.30308, -0.12942], [-0.74100, 1.74172, -1.00258], [-1.34453, -0.89053, -0.08996], [2.92643, -0.50637, -0.19180], [2.07199, -0.19392, 0.29561], [-0.77704, 1.66062, 0.74646], [0.88660, -1.76550, -0.25558], [-0.28010, -0.19274, -0.17358], [0.95870, -0.76779, -0.37097], [0.78488, 1.68169, -0.15494]], "nbo_charge": [0.12, 0.16, 0.34, -0.72, 0.24, -0.65, 0.36, -0.65, 0.23, 0.36, 0.42, -0.45, 0.25], "fmax_ev_per_a": 1.81, "e_above_lowest_ev": 1.293, "homo_energy_ev": -8.04, "smiles": "C/C(=N\\S)NN", "energy_ha": -642.8051}

---

Entry 5:
{"formula": "C56H43N5OP2S4Sn", "method": "wB97M-V/def2-TZVPD", "species": ["C", "C", "H", "H", "C", "H", "H", "H", "C", "C", "C", "C", "H", "C", "C", "P", "N", "H", "C", "C", "C", "C", "H", "H", "H", "C", "C", "H", "C", "C", "H", "H", "H", "C", "H", "C", "C", "S", "S", "C", "C", "N", "H", "H", "C", "C", "C", "H", "H", "C", "H", "C", "C", "N", "C", "H", "O", "H", "P", "H", "C", "N", "C", "H", "C", "H", "C", "H", "H", "C", "C", "C", "H", "C", "H", "N", "C", "C", "C", "C", "C", "C", "H", "H", "C", "C", "H", "C", "H", "Sn", "C", "C", "C", "C", "H", "S", "C", "S", "H", "H", "C", "H", "H", "H", "C", "C", "C", "H", "H", "H", "H", "C"], "coordinates": [[-4.21562, 4.02518, -1.27547], [-0.87606, -4.53130, 2.48879], [-0.24344, -5.31667, 2.09756], [-4.05326, -1.09551, 1.49746], [1.11417, 3.53804, 1.39883], [1.47757, -2.35462, -6.94878], [4.40816, -1.05599, -1.71470], [-5.97278, 2.77667, -1.08577], [-1.53238, -2.21523, 2.53757], [4.10272, 4.42193, -3.45983], [1.74223, 4.12384, 2.50912], [-2.50374, -2.50357, 3.49445], [2.78166, -0.73837, 1.05515], [0.65150, 1.47383, 2.61566], [4.07308, -0.03429, -1.85479], [1.47457, -1.00543, -1.44193], [-1.23641, -6.56572, -3.09621], [6.00030, 0.56922, -2.61850], [-3.98832, -0.13623, 1.99042], [-2.77232, -5.12349, -1.60716], [5.21102, 3.33177, -3.38827], [-5.15140, 0.52164, 2.34988], [1.94234, 2.55673, 6.72541], [-4.43639, 4.31750, -2.30254], [3.86618, 4.68371, -4.49181], [-0.72201, -3.23218, 2.03622], [1.45186, -1.57381, -3.16786], [-0.09134, -1.38261, 4.33625], [2.41674, -2.43104, -3.69852], [-2.67814, 1.63924, 2.96009], [-6.11321, 0.08820, 2.10962], [6.07758, 3.67333, -2.82113], [4.02193, -4.72237, 1.99579], [-2.40621, -3.85277, -1.29804], [1.79079, -3.98948, -1.57542], [2.41061, -2.71919, -5.05357], [-3.57708, -0.01052, -3.35631], [-4.55181, 1.41273, -3.41731], [-3.32882, -2.88141, -0.19756], [2.81912, -1.79393, 0.80833], [1.63041, 4.27173, -2.54465], [-3.16264, -0.26916, -2.13626], [0.02661, -3.00929, 1.28557], [-3.41312, -4.03420, 4.67810], [-2.65714, -3.80825, 3.93820], [0.49747, -1.00557, -4.00733], [2.26839, -3.61337, -0.68129], [-4.74355, 2.47858, 0.15052], [3.39783, 1.89477, 6.01097], [-4.34071, 1.56323, -1.68197], [2.17223, 4.51690, 5.43107], [-1.84784, -4.81874, 3.43821], [2.76735, 0.29207, -1.54541], [-3.62360, 0.62467, -1.19248], [2.61225, 3.65079, 4.93557], [3.66183, 3.88833, 4.75967], [-1.21285, 1.34596, -0.51014], [1.07778, 4.11268, 0.48548], [-1.24836, -0.54520, 1.91108], [-3.13803, -1.72198, 3.89058], [1.13303, 0.18232, 5.12804], [-4.95696, -6.14071, -0.68935], [0.34554, -0.41455, 4.12762], [-1.72411, 2.08514, 3.20421], [3.51141, -4.03202, 1.33732], [1.30441, -0.34151, 6.05906], [2.24437, -2.25126, -0.38144], [5.57301, 3.06578, -4.38148], [-0.25230, -0.33126, -3.60199], [0.50686, -1.28220, -5.36660], [4.99174, 0.89295, -2.39639], [-3.98035, -5.68877, -1.09323], [4.40364, 5.34616, -2.96565], [-3.84786, 2.29739, 3.31431], [1.30379, 5.24304, -2.89226], [-3.26821, -0.76166, -4.41823], [1.61742, 1.44000, 4.90962], [3.24359, 2.51062, -2.35937], [2.36070, 1.64836, -1.70532], [-2.74130, 0.40720, 2.31233], [1.12975, 2.23554, -1.31802], [1.90964, 3.36527, 3.63478], [-0.22199, 3.86645, -1.50621], [-4.56436, 4.82027, -0.61915], [1.46349, -2.13995, -5.88871], [0.06804, 0.19416, 2.91674], [3.16665, -2.87721, -3.05867], [1.36254, 2.06680, 3.67262], [3.90826, -2.32220, 2.57473], [-1.63524, -1.11636, -0.72164], [2.90279, 3.81140, -2.77621], [3.45010, -2.68286, 1.66295], [-5.08141, 1.73656, 3.02000], [0.75274, 3.47687, -1.77719], [-3.13409, 3.93511, -1.16582], [0.23471, 1.37150, -0.07736], [-1.93692, -5.92534, -2.44721], [-0.96939, -3.15058, -1.99966], [-5.99053, 2.24388, 3.31498], [-0.22854, -0.82750, -6.01723], [2.91710, -4.49508, 0.17221], [2.96254, -5.54569, -0.08385], [-3.68543, -0.57993, -5.31452], [-2.85056, -1.66802, -4.26829], [2.43930, 2.35882, 5.77565], [-4.89871, 2.70473, -0.90458], [0.59318, 2.25858, 1.41800], [-1.97727, -5.83346, 3.79029], [2.11921, 5.13544, 2.43970], [-3.79020, 3.24790, 3.82774], [3.15161, -3.39501, -5.45925], [4.55698, 2.15313, -2.70863]], "lowdin_charge": [-0.08, -0.04, 0.12, 0.04, -0.02, 0.12, 0.12, 0.12, -0.44, -0.08, 0.02, -0.08, 0.10, -0.17, -0.04, 1.02, 0.19, 0.13, -0.13, -0.36, -0.08, -0.06, 0.13, 0.08, 0.13, -0.12, -0.42, 0.11, -0.08, -0.05, 0.12, 0.13, 0.11, -1.04, 0.08, -0.04, -0.65, 1.18, 0.67, -0.10, 0.01, -0.14, 0.09, 0.12, -0.04, -0.15, -0.11, 0.10, 0.13, -0.55, 0.13, -0.04, -0.28, -0.02, -0.08, 0.13, -0.59, 0.10, 1.05, 0.11, 0.02, 0.20, -0.03, 0.10, -0.06, 0.13, -0.39, 0.13, 0.08, -0.07, 0.02, -0.22, 0.13, -0.05, 0.13, 0.15, -0.13, -0.08, -0.15, -0.34, -0.34, -0.12, 0.12, 0.08, -0.05, -0.27, 0.10, -0.08, 0.11, 0.87, -0.12, -0.06, -0.06, -0.06, 0.07, 0.90, -0.23, 0.65, 0.12, 0.11, -0.05, 0.12, 0.12, 0.11, -0.08, -0.21, -0.28, 0.12, 0.13, 0.12, 0.12, -0.13], "fmax_ev_per_a": 1.11, "total_charge": 2, "e_above_lowest_ev": 2.862, "homo_energy_ev": -12.69, "energy_ha": -4998.0855}